ORCA calculation (wB97M-V/def2-TZVPD) on a 2-piece molecular cluster, C4H8OSi overall.

Each atom is followed by the atoms it is bonded to, with distances in Å.
Atoms and positions in Å:
1 C 0.2404 1.4388 -0.9104  C2 1.200, H7 1.099
2 C 1.0344 0.6230 -0.5317  C1 1.200, Si6 1.842
3 C -2.6178 0.2792 -0.5684  C4 1.373, H8 1.060, H9 1.143
4 C -1.6342 -0.3230 0.1763  C3 1.373, H10 1.154, H11 1.109
5 O 3.7247 0.1108 0.3594  Si6 1.674, H12 0.963
6 Si 2.1494 -0.4431 0.4748  C2 1.842, O5 1.674, H13 1.350, H14 1.499
7 H -0.4899 1.9986 -1.5105  C1 1.099
8 H -3.1469 1.0668 -0.0949  C3 1.060
9 H -2.8934 0.0987 -1.6627  C3 1.143
10 H -1.0655 -1.3037 -0.0418  C4 1.154
11 H -1.4927 0.0069 1.2261  C4 1.109
12 H 4.0935 0.6819 -0.3227  O5 0.963
13 H 2.0294 -0.6514 1.8037  Si6 1.350
14 H 2.0719 -1.6242 -0.4451  Si6 1.499

## Properties
Net charge: 0
SMILES: C#C[SiH2]O.C=C
Multiplicity: 1
LUMO level, eV: 0.740

=====

ORCA calculation (wB97M-V/def2-TZVPD) on a 11-piece molecular cluster, C33H88O11 overall.

Each atom is followed by the atoms it is bonded to, with distances in Å.
Atoms and positions in Å:
1 C 0.4804 5.1775 6.0176  C2 1.586, H5 1.090, H6 1.090, H7 1.090
2 C -0.6990 4.1205 6.0976  C1 1.586, C3 1.520, O4 1.435, H8 1.090
3 C -1.8171 4.5772 7.0207  C2 1.520, H9 1.090, H10 1.090, H11 1.090
4 O -1.1924 4.0733 4.7505  C2 1.435, H12 0.960
5 H 0.1514 6.2055 5.8654  C1 1.090
6 H 1.0986 4.9432 5.1511  C1 1.090
7 H 1.0527 5.1658 6.9452  C1 1.090
8 H -0.4022 3.0938 6.3121  C2 1.090
9 H -1.4638 4.7139 8.0427  C3 1.090
10 H -2.5735 3.8004 7.1328  C3 1.090
11 H -2.3225 5.4415 6.5898  C3 1.090
12 H -1.6199 4.9210 4.6086  O4 0.960
13 C 6.6210 0.9457 4.8241  C14 1.487, H17 1.090, H18 1.090, H19 1.090
14 C 6.1479 1.4725 6.1316  C13 1.487, C15 1.585, O16 1.471, H20 1.090
15 C 5.2557 0.3799 6.8543  C14 1.585, H21 1.090, H22 1.090, H23 1.090
16 O 7.3161 1.7078 6.9932  C14 1.471, H24 0.960
17 H 6.9584 -0.0874 4.9073  C13 1.090
18 H 7.5595 1.3253 4.4202  C13 1.090
19 H 5.8364 0.9414 4.0674  C13 1.090
20 H 5.7243 2.4729 6.0439  C14 1.090
21 H 4.9622 0.8590 7.7884  C15 1.090
22 H 5.8567 -0.4857 7.1328  C15 1.090
23 H 4.3639 0.0782 6.3051  C15 1.090
24 H 7.9508 2.1619 6.4341  O16 0.960
25 C -0.9003 -0.2079 -0.5157  C26 1.566, H29 1.090, H30 1.090, H31 1.090
26 C -0.4033 -1.3077 0.4818  C25 1.566, C27 1.448, O28 1.438, H32 1.090
27 C 0.9388 -1.2159 1.0166  C26 1.448, H33 1.090, H34 1.090, H35 1.090
28 O -1.3706 -1.4214 1.5405  C26 1.438, H36 0.960
29 H -0.3290 -0.2203 -1.4439  C25 1.090
30 H -0.8566 0.7245 0.0472  C25 1.090
31 H -1.9188 -0.5113 -0.7581  C25 1.090
32 H -0.5474 -2.2089 -0.1142  C26 1.090
33 H 0.9938 -1.6153 2.0293  C27 1.090
34 H 1.2992 -0.2097 1.2304  C27 1.090
35 H 1.6934 -1.6259 0.3452  C27 1.090
36 H -1.2061 -0.7656 2.2221  O28 0.960
37 C -9.1863 0.4963 -2.0782  C38 1.501, H41 1.090, H42 1.090, H43 1.090
38 C -10.6304 0.8032 -2.3495  C37 1.501, C39 1.524, O40 1.416, H44 1.090
39 C -10.9590 2.2912 -2.3911  C38 1.524, H45 1.090, H46 1.090, H47 1.090
40 O -10.7492 0.3893 -3.6983  C38 1.416, H48 0.960
41 H -8.9207 0.9423 -1.1198  C37 1.090
42 H -8.6232 1.0331 -2.8417  C37 1.090
43 H -9.0359 -0.5833 -2.0817  C37 1.090
44 H -11.2560 0.3072 -1.6074  C38 1.090
45 H -12.0155 2.4426 -2.6122  C39 1.090
46 H -10.4869 2.8094 -3.2258  C39 1.090
47 H -10.6323 2.7416 -1.4538  C39 1.090
48 H -11.5416 0.6940 -4.1466  O40 0.960
49 C -7.7949 -0.4951 7.0965  C50 1.515, H53 1.090, H54 1.090, H55 1.090
50 C -7.6024 -1.4885 5.9694  C49 1.515, C51 1.492, O52 1.407, H56 1.090
51 C -7.3849 -2.8682 6.4935  C50 1.492, H57 1.090, H58 1.090, H59 1.090
52 O -8.6692 -1.5975 5.0588  C50 1.407, H60 0.960
53 H -8.8195 -0.4171 7.4602  C49 1.090
54 H -7.5947 0.5336 6.7971  C49 1.090
55 H -7.1948 -0.7968 7.9550  C49 1.090
56 H -6.7702 -1.0456 5.4222  C50 1.090
57 H -8.2702 -3.0447 7.1045  C51 1.090
58 H -6.5725 -2.9370 7.2170  C51 1.090
59 H -7.1986 -3.6934 5.8062  C51 1.090
60 H -8.6857 -0.9347 4.3645  O52 0.960
61 C 0.2919 4.9396 -10.4980  C62 1.562, H65 1.090, H66 1.090, H67 1.090
62 C 1.1143 3.9307 -9.6355  C61 1.562, C63 1.525, O64 1.398, H68 1.090
63 C 0.4281 3.7665 -8.2832  C62 1.525, H69 1.090, H70 1.090, H71 1.090
64 O 1.2063 2.6813 -10.2556  C62 1.398, H72 0.960
65 H 0.2107 5.9196 -10.0279  C61 1.090
66 H -0.7515 4.6701 -10.6622  C61 1.090
67 H 0.8563 5.1214 -11.4126  C61 1.090
68 H 2.0968 4.3948 -9.5488  C62 1.090
69 H 0.8273 2.8924 -7.7688  C63 1.090
70 H -0.6350 3.5479 -8.3836  C63 1.090
71 H 0.5543 4.6861 -7.7117  C63 1.090
72 H 1.6004 2.7722 -11.1263  O64 0.960
73 C 0.0723 7.1967 -1.1878  C74 1.515, H77 1.090, H78 1.090, H79 1.090
74 C 0.5793 8.2631 -2.1366  C73 1.515, C75 1.560, O76 1.394, H80 1.090
75 C 0.2392 9.6544 -1.5187  C74 1.560, H81 1.090, H82 1.090, H83 1.090
76 O 1.9640 8.2319 -2.2909  C74 1.394, H84 0.960
77 H 0.2682 7.4722 -0.1516  C73 1.090
78 H 0.6053 6.2504 -1.2798  C73 1.090
79 H -0.9870 6.9616 -1.2913  C73 1.090
80 H 0.0545 8.0941 -3.0769  C74 1.090
81 H 0.9361 9.7862 -0.6910  C75 1.090
82 H -0.7774 9.6634 -1.1257  C75 1.090
83 H 0.2666 10.4980 -2.2084  C75 1.090
84 H 2.1661 9.0389 -2.7700  O76 0.960
85 C -6.2399 -10.1400 -3.4037  C86 1.545, H89 1.090, H90 1.090, H91 1.090
86 C -4.9510 -9.4295 -2.9341  C85 1.545, C87 1.564, O88 1.391, H92 1.090
87 C -5.1676 -7.8996 -2.6904  C86 1.564, H93 1.090, H94 1.090, H95 1.090
88 O -4.3492 -10.0200 -1.8278  C86 1.391, H96 0.960
89 H -6.5981 -9.5186 -4.2244  C85 1.090
90 H -7.0523 -10.2230 -2.6817  C85 1.090
91 H -5.9356 -11.1079 -3.8020  C85 1.090
92 H -4.2319 -9.4188 -3.7532  C86 1.090
93 H -5.6707 -7.6799 -1.7487  C87 1.090
94 H -5.7096 -7.3446 -3.4561  C87 1.090
95 H -4.1838 -7.4351 -2.6229  C87 1.090
96 H -3.9243 -9.3072 -1.3451  O88 0.960
97 C 0.3685 -7.3452 4.5958  C98 1.492, H101 1.090, H102 1.090, H103 1.090
98 C 0.3430 -7.6316 3.1320  C97 1.492, C99 1.496, O100 1.379, H104 1.090
99 C 0.8389 -8.9576 2.6471  C98 1.496, H105 1.090, H106 1.090, H107 1.090
100 O -0.9939 -7.4583 2.8406  C98 1.379, H108 0.960
101 H -0.2087 -8.0494 5.1950  C97 1.090
102 H 0.0268 -6.3465 4.8678  C97 1.090
103 H 1.4016 -7.5623 4.8671  C97 1.090
104 H 0.8204 -6.8784 2.5052  C98 1.090
105 H 0.7579 -8.9271 1.5605  C99 1.090
106 H 0.3653 -9.8288 3.0997  C99 1.090
107 H 1.9018 -9.0439 2.8725  C99 1.090
108 H -1.1054 -6.5058 2.7968  O100 0.960
109 C 6.5097 3.4864 -2.0971  C110 1.534, H113 1.090, H114 1.090, H115 1.090
110 C 7.5956 4.4209 -1.5474  C109 1.534, C111 1.536, O112 1.434, H116 1.090
111 C 8.6079 5.0168 -2.5372  C110 1.536, H117 1.090, H118 1.090, H119 1.090
112 O 6.9960 5.4958 -0.8123  C110 1.434, H120 0.960
113 H 6.9607 2.6245 -2.5887  C109 1.090
114 H 5.7360 4.0032 -2.6649  C109 1.090
115 H 5.9585 3.0928 -1.2431  C109 1.090
116 H 8.1399 3.8423 -0.8009  C110 1.090
117 H 8.1463 5.6723 -3.2756  C111 1.090
118 H 9.0987 4.1659 -3.0096  C111 1.090
119 H 9.4037 5.5542 -2.0215  C111 1.090
120 H 6.3534 5.7932 -1.4605  O112 0.960
121 C 8.0130 -4.6174 -3.3991  C122 1.495, H125 1.090, H126 1.090, H127 1.090
122 C 9.4713 -4.3008 -3.4892  C121 1.495, C123 1.541, O124 1.316, H128 1.090
123 C 10.2193 -4.6875 -4.7802  C122 1.541, H129 1.090, H130 1.090, H131 1.090
124 O 9.7941 -3.0286 -3.3905  C122 1.316, H132 0.960
125 H 7.4922 -3.9461 -2.7161  C121 1.090
126 H 7.6371 -5.5938 -3.0934  C121 1.090
127 H 7.4602 -4.5059 -4.3318  C121 1.090
128 H 9.9536 -4.7496 -2.6208  C122 1.090
129 H 11.2487 -4.4000 -4.5663  C123 1.090
130 H 9.8033 -4.3771 -5.7387  C123 1.090
131 H 10.1986 -5.7770 -4.7557  C123 1.090
132 H 9.4694 -2.5602 -4.1630  O124 0.960

## Properties
Net charge: 0
SMILES: CC(C)O.CC(C)O.CC(C)O.CC(C)O.CC(C)O.CC(C)O.CC(C)O.CC(C)O.CC(C)O.CC(C)O.CC(C)O
Multiplicity: 1
LUMO level, eV: 0.292

=====

ORCA calculation (wB97M-V/def2-TZVPD) on a 2-piece molecular cluster, C10H16 overall.

Each atom is followed by the atoms it is bonded to, with distances in Å.
Atoms and positions in Å:
1 C -1.1866 0.8616 1.2432  C2 1.558, C3 1.501, H9 1.085, H10 1.092
2 C -0.9850 0.9433 2.7864  C1 1.558, H11 1.086, H17 1.096, H18 1.081
3 C -1.0851 -0.5198 0.6660  C1 1.501, C4 1.383, C5 1.403
4 C -2.0765 -1.0861 -0.1151  C3 1.383, C6 1.389, H12 1.080
5 C 0.0847 -1.2525 0.9170  C3 1.403, C7 1.375, H13 1.085
6 C -1.8912 -2.3389 -0.6853  C4 1.389, C8 1.386, H14 1.078
7 C 0.2223 -2.5218 0.4053  C5 1.375, C8 1.398, H15 1.081
8 C -0.7823 -3.1083 -0.3701  C6 1.386, C7 1.398, H16 1.081
9 H -2.1275 1.3182 0.9551  C1 1.085
10 H -0.4246 1.4878 0.7744  C1 1.092
11 H -1.8216 1.4095 3.2993  C2 1.086
12 H -2.9922 -0.5386 -0.2802  C4 1.080
13 H 0.8587 -0.8231 1.5451  C5 1.085
14 H -2.6449 -2.7437 -1.3414  C6 1.078
15 H 1.0856 -3.1509 0.5693  C7 1.081
16 H -0.7308 -4.1008 -0.7946  C8 1.081
17 H -0.1559 1.6277 3.0014  C2 1.096
18 H -0.7673 -0.0392 3.1824  C2 1.081
19 C 1.5720 2.1543 -1.5864  C20 1.550, H21 1.089, H22 1.085, H23 1.088
20 C 2.7697 1.4917 -2.3143  C19 1.550, H24 1.087, H25 1.085, H26 1.088
21 H 1.0167 2.7431 -2.3151  C19 1.089
22 H 0.8604 1.4227 -1.2185  C19 1.085
23 H 1.9943 2.8371 -0.8523  C19 1.088
24 H 2.7981 1.7874 -3.3594  C20 1.087
25 H 2.6924 0.4105 -2.2793  C20 1.085
26 H 3.7166 1.7287 -1.8330  C20 1.088

## Properties
Net charge: 0
SMILES: CCc1ccccc1.CC
Multiplicity: 1
LUMO level, eV: 0.952

=====

Largest force on an atom for every record listed, in sequence, given in eV/Å: 5.4 5.7 1.3.
Relative energy (zero: lowest compared OMol25 entry of this formula, charge and spin) for every record listed, in sequence, given in eV: 2.729 6.337 0.538.
HOMO-LUMO gap for every record listed, in sequence, given in eV: 10.05 10.11 9.96.